[1]
Molecular formula: C2H4N2S
Method: DFT, ωB97M-V/def2-TZVPD

```
! RIJCOSX wB97M-V def2-TZVPD def2/J DEFGRID3
* xyz 0 1
S 0.8342 1.2311 -1.2000
N -0.5648 1.2081 2.0746
N -0.8195 -1.0503 -0.5219
C 0.1205 -0.4995 0.2651
C -0.2039 0.3704 1.3338
H -1.5675 -0.3400 -0.5861
H -0.7461 -1.2938 -1.5243
H 1.8672 1.4787 -0.2437
H 1.0798 -1.1049 0.4024
*
```

Calculated values
Energy relative to the best compared isomer or geometry (same formula, charge and spin): 201.2 kJ/mol
LUMO energy: -0.97 eV
Calculated total energy: -15951.7979 eV

=====

[2]
Molecular formula: C6H6N3O4
Method: DFT, ωB97M-V/def2-TZVPD

```
! RIJCOSX wB97M-V def2-TZVPD def2/J DEFGRID3
* xyz -1 1
O 4.8798 -1.3570 -2.8162
O 4.5251 0.9357 -2.6937
O 2.8341 -0.6251 -1.7429
O 3.5500 -0.2683 0.2572
N 2.6775 -0.5777 -0.5148
N -1.1897 0.8110 0.6715
N -1.3578 1.6166 1.7754
C 0.1494 -0.9966 -0.0667
C -0.1056 -1.0661 -1.4854
C -0.1750 1.6130 2.3607
C 4.5353 -0.2468 -2.5828
C 0.0422 0.1591 0.7072
C 0.7319 0.6778 1.8663
H 1.6627 0.5530 2.2915
H -2.0975 0.5697 0.3366
H -0.0959 2.2960 3.1677
H -0.7162 -1.9092 -1.5747
H -0.4900 -0.1279 -1.8293
H 1.0495 -1.1441 -1.7798
*
```

Calculated values
Energy relative to the best compared isomer or geometry (same formula, charge and spin): 294.3 kJ/mol
LUMO energy (alpha / beta): 3.47 / 3.48 eV
Calculated total energy: -18974.7345 eV